Formula: C33H72O5S
Source: OMol25
Level of theory: the ωB97M-V functional and the def2-TZVPD basis

Calculated values
total charge	0
Kohn-Sham gap	10.57	eV
lowest unoccupied orbital energy	0.60	eV

Atoms and positions in Å:
S  0.740  1.918  -7.111
O  -0.267  1.072  -6.142
O  2.060  0.952  -7.158
O  2.712  -0.039  -2.778
O  0.229  1.807  -8.444
O  3.092  2.166  -2.393
C  2.352  4.906  1.475
C  3.599  1.172  2.924
C  -1.737  -6.738  1.902
C  0.390  6.524  1.906
C  -0.430  -0.324  -6.438
C  -2.880  -1.580  0.180
C  2.089  1.395  2.865
C  -3.868  -5.287  1.808
C  -5.507  -0.640  -1.235
C  -4.420  -1.486  -1.894
C  1.401  0.600  1.760
C  1.198  3.440  -3.281
C  -1.581  -6.663  4.449
C  -0.162  5.518  4.186
C  3.482  -0.837  4.534
C  2.565  0.593  -5.861
C  3.297  5.949  0.883
C  0.877  5.231  1.254
C  -4.575  -6.106  0.731
C  -0.650  -1.009  -5.122
C  4.322  1.075  -4.149
C  3.950  -0.076  5.772
C  -2.346  -5.348  1.714
C  0.599  6.596  3.418
C  -1.845  -0.584  -0.340
C  4.028  -0.264  3.227
C  -2.086  -7.420  3.223
C  -6.573  -1.470  -0.525
C  3.691  1.532  -5.459
C  1.717  2.499  -2.196
C  0.130  -2.008  -4.736
C  3.299  0.996  -3.049
C  -3.596  -2.346  -0.934
H  3.607  0.960  5.763
H  1.903  2.457  2.694
H  3.271  2.531  -5.376
H  1.816  0.856  0.781
H  1.664  6.531  3.657
H  3.561  -0.541  6.678
H  0.825  -2.496  -5.399
H  1.786  0.606  -5.111
H  4.769  0.096  -4.256
H  -5.989  -0.034  -2.006
H  3.161  6.927  1.347
H  -0.676  6.643  1.689
H  2.389  -0.859  4.510
H  -1.283  -0.502  -7.085
H  -2.305  0.192  -0.954
H  2.030  4.015  -3.665
H  -7.060  -2.155  -1.223
H  -3.167  -7.564  3.302
H  2.562  4.786  2.542
H  1.630  1.155  3.828
H  1.662  3.045  -1.263
H  3.808  -1.876  4.618
H  -2.036  -4.963  0.736
H  -5.658  -6.004  0.819
H  4.039  1.471  1.966
H  -6.151  -2.058  0.291
H  1.509  -0.476  1.905
H  -4.204  -5.616  2.795
H  -1.644  -8.420  3.223
H  0.274  4.392  1.616
H  -1.338  -0.090  0.490
H  3.728  -0.917  2.403
H  -4.339  -7.168  0.811
H  -4.242  -3.103  -0.479
H  5.110  1.765  -3.861
H  -4.884  -2.145  -2.634
H  1.061  1.642  -2.105
H  -1.234  5.588  3.992
H  -5.062  0.066  -0.527
H  -1.826  -7.205  5.363
H  -2.851  -2.898  -1.517
H  0.432  4.075  -2.857
H  3.135  6.054  -0.192
H  4.452  1.554  -6.228
H  -2.046  -7.387  1.078
H  0.887  7.380  1.440
H  -3.605  -1.058  0.811
H  5.122  -0.300  3.254
H  5.040  -0.073  5.837
H  -4.180  -4.242  1.713
H  -1.430  -0.651  -4.470
H  -0.497  -6.542  4.410
H  0.170  4.515  3.911
H  -0.008  5.630  5.260
H  4.336  5.656  1.038
H  0.108  -2.333  -3.709
H  0.685  5.292  0.177
H  -2.374  -2.303  0.826
H  -3.753  -0.827  -2.458
H  -1.088  -1.093  -0.942
H  -1.920  -4.662  2.452
H  0.266  7.577  3.767
H  4.026  1.847  3.671
H  -4.287  -5.766  -0.266
H  0.715  2.872  -4.068
H  2.973  -0.410  -5.897
H  2.568  3.939  1.012
H  0.333  0.824  1.741
H  -2.032  -5.672  4.525
H  0.451  -0.769  -6.882
H  -0.648  -6.653  1.823
H  -7.342  -0.824  -0.099

***

Formula: C36H54N8O13
Source: OMol25
Level of theory: the ωB97M-V functional and the def2-TZVPD basis

Calculated values
total charge	0
Kohn-Sham gap	4.26	eV
lowest unoccupied orbital energy	-4.55	eV

Atoms and positions in Å:
O  3.253  -7.461  -2.619
O  1.052  -7.459  -2.704
O  6.847  1.188  3.125
O  -4.451  3.463  -2.858
O  -2.435  -3.281  0.043
O  0.879  -3.043  -4.396
O  0.564  4.410  5.928
O  0.913  -0.118  0.830
O  0.811  3.822  3.754
O  2.737  -4.273  -4.774
O  -0.504  1.552  0.884
O  -4.538  0.781  -0.205
O  0.187  0.814  -1.008
N  -4.468  1.918  1.791
N  2.088  -3.335  -4.129
N  5.352  -0.270  2.265
N  0.223  0.696  0.196
N  0.883  3.641  4.977
N  -2.825  -2.352  2.052
N  2.155  -6.998  -2.412
N  -3.205  3.164  -3.367
C  4.041  -0.857  2.057
C  2.882  -2.472  -3.315
C  -3.881  -3.277  2.409
C  1.323  0.355  7.129
C  4.663  -0.765  -1.613
C  -3.117  0.802  -3.449
C  2.108  -5.860  -1.524
C  -0.952  4.005  -3.583
C  3.377  -5.374  -0.839
C  -4.294  2.147  -5.164
C  -1.957  3.444  -1.234
C  4.392  -2.790  -3.177
C  1.145  1.810  6.785
C  -5.672  2.689  1.381
C  1.950  -3.545  0.352
C  0.794  -5.176  -1.245
C  -0.776  2.610  -4.218
C  0.898  -3.921  -0.374
C  1.432  -0.578  6.101
C  3.170  -0.449  -1.778
C  -2.293  -1.434  3.148
C  -4.020  1.034  0.890
C  -3.091  2.066  -4.309
C  1.496  -0.270  4.625
C  -2.177  -2.374  0.856
C  5.678  0.800  2.993
C  3.325  -4.204  0.109
C  5.262  -2.003  -2.214
C  1.167  1.108  4.174
C  6.486  -0.906  1.524
C  1.043  2.241  5.229
C  -2.610  5.329  -2.601
C  -2.181  3.869  -2.726
C  -1.912  2.284  -5.110
C  -3.703  2.342  2.884
C  2.308  -1.252  -2.626
H  1.572  -1.681  6.314
H  -1.302  -0.915  3.043
H  3.767  -1.160  1.156
H  -2.022  2.957  -5.932
H  -1.594  1.389  -5.614
H  6.173  -2.194  -2.236
H  5.178  -0.161  -0.832
H  -2.955  5.865  -3.527
H  -3.820  3.383  3.101
H  0.329  2.522  -4.872
H  1.601  -1.054  3.987
H  -5.828  3.722  2.094
H  -2.664  2.306  2.732
H  6.062  -1.838  1.066
H  -1.017  4.581  -4.409
H  0.928  1.420  3.218
H  4.169  -3.827  0.456
H  -3.107  -0.492  3.227
H  -3.878  0.806  -2.780
H  -0.099  -5.625  -1.702
H  -6.715  2.181  1.512
H  3.554  0.212  2.192
H  4.961  -3.683  -3.748
H  -3.623  -4.312  1.925
H  2.517  0.412  -1.142
H  -5.239  1.839  -4.698
H  -2.712  3.600  -0.549
H  -4.615  1.254  -5.832
H  3.969  -1.766  2.713
H  -0.726  1.830  -3.346
H  1.786  -2.764  0.945
H  -0.139  4.034  -2.951
H  -2.348  -1.936  4.054
H  1.141  0.113  8.210
H  1.312  -1.049  -2.728
H  -4.932  -3.025  1.820
H  -1.007  3.962  -1.052
H  4.317  -5.854  -1.108
H  -1.717  2.697  -0.897
H  -3.927  -3.294  3.547
H  -4.377  2.816  -5.865
H  -3.085  0.564  1.241
H  -3.828  1.758  3.868
H  7.230  -1.338  2.322
H  -2.297  0.802  -2.817
H  0.830  2.515  7.530
H  -0.105  -3.467  -0.002
H  7.016  -0.190  0.904
H  -3.248  5.507  -1.934
H  -5.574  2.927  0.329
H  -3.030  -0.104  -3.894
H  4.749  1.235  3.567
H  -1.829  5.931  -2.284
H  -1.603  -1.683  0.794

***

Formula: C27H30BBrClF3N3O9PS3
Source: OMol25
Level of theory: the ωB97M-V functional and the def2-TZVPD basis

Calculated values
total charge	0
SMILES	CCC(=O)OCCc1c(CCCCS(=O)(=O)Cl)c2c(c(N=C=S)c1B(N)O)N(CCCC(=O)O)c1c(c(P(O)O)cc(Br)c1C(F)(F)F)S2
Kohn-Sham gap	8.38	eV
lowest unoccupied orbital energy	-0.37	eV

Atoms and positions in Å:
Br  2.312  3.583  -4.530
Cl  -5.081  3.463  0.756
S  -3.466  2.755  -0.318
S  -0.472  -1.705  -2.249
S  4.290  -1.854  2.634
P  -1.702  -0.145  -4.870
F  3.798  1.321  -0.987
F  2.982  3.199  -1.617
F  4.351  2.134  -2.900
O  1.323  0.586  3.938
O  -2.458  2.381  0.621
O  -1.707  -1.792  -4.972
O  -3.072  3.795  -1.211
O  -2.588  0.203  4.340
O  -1.579  0.473  -6.402
O  -2.866  2.357  3.640
O  6.616  -2.217  -1.514
O  5.351  -0.856  -0.289
N  2.008  -0.550  -1.102
N  0.160  -1.341  4.815
N  2.481  -0.051  1.564
C  -3.592  -0.992  -0.309
C  2.611  -1.880  -1.430
C  -2.583  -2.172  -0.115
C  2.107  1.316  -2.700
C  -1.047  -1.373  1.765
C  -1.330  2.010  5.414
C  -3.043  0.146  -1.167
C  -0.251  -1.365  -0.499
C  0.971  -0.824  -0.147
C  -2.329  1.549  4.357
C  3.242  -0.951  1.879
C  4.805  -1.219  -2.692
C  1.168  -0.589  1.193
C  3.322  1.961  -2.045
C  -0.171  0.374  -4.005
C  0.466  1.512  -4.469
C  -0.410  3.142  4.895
C  3.448  -1.957  -2.708
C  -4.028  1.332  -1.274
C  1.492  0.154  -2.233
C  0.199  -0.856  2.140
C  0.360  -0.263  -2.908
C  -2.154  -1.629  2.766
C  -2.951  -0.304  3.043
C  -1.258  -1.625  0.404
C  1.573  1.960  -3.811
C  5.650  -1.476  -1.458
B  0.553  -0.537  3.662
H  0.045  2.032  -5.322
H  -2.876  -0.191  -2.194
H  2.053  0.248  4.475
H  0.573  2.990  5.353
H  -3.057  -2.854  0.593
H  3.261  -2.140  -0.585
H  -2.092  0.558  -0.816
H  3.688  -3.019  -2.849
H  -1.941  2.427  6.225
H  -2.725  0.389  2.229
H  -4.109  1.656  -2.314
H  -2.899  -2.318  2.363
H  -1.795  -2.070  3.689
H  -3.910  -0.642  0.678
H  4.739  -0.140  -2.849
H  2.906  -1.663  -3.614
H  -4.482  -1.388  -0.818
H  1.872  -2.690  -1.467
H  -0.675  -0.957  5.247
H  -5.039  1.090  -0.928
H  -1.291  -0.255  -6.979
H  -0.006  -2.311  4.579
H  5.710  -1.422  0.411
H  5.389  -1.607  -3.530
H  -2.485  -2.704  -1.063
H  -0.249  3.024  3.822
H  -0.724  1.191  5.808
H  -4.025  -0.518  3.060
H  -2.597  -2.036  -5.257
H  -0.760  4.139  5.157

***

Formula: C43H52ClIrN4O4P2S
Source: OMol25
Level of theory: the ωB97M-V functional and the def2-TZVPD basis

Calculated values
⟨S²⟩	0.768
2S+1	2
total charge	+3
Kohn-Sham gap (alpha / beta)	8.35 / 5.40	eV
lowest unoccupied orbital energy (alpha / beta)	-7.39 / -10.35	eV

Atoms and positions in Å:
Ir  0.879  0.156  0.180
Cl  -0.868  -8.690  -2.779
S  3.139  0.011  0.862
P  -1.656  -0.275  -0.277
P  1.163  2.481  0.027
O  1.298  -2.528  2.358
O  1.982  -1.198  -2.156
O  1.163  -2.009  0.184
O  2.204  -4.400  -0.511
N  1.411  0.010  -1.800
N  1.671  0.363  3.048
N  3.930  0.132  3.366
N  0.530  0.073  2.252
C  0.556  -6.191  -0.057
C  1.062  2.241  -2.801
C  -2.620  0.834  -1.468
C  3.246  3.952  1.313
C  5.490  4.034  0.440
C  0.909  4.457  -1.880
C  -2.263  2.281  -1.153
C  1.545  -2.732  1.177
C  0.144  3.500  1.135
C  2.901  0.160  2.535
C  0.836  -6.627  -2.890
C  -3.021  1.499  3.150
C  -1.725  -3.015  0.419
C  -1.329  4.994  2.987
C  2.429  -3.924  0.826
C  -4.140  0.732  -1.272
C  -0.359  4.102  3.428
C  -0.006  -7.432  -2.084
C  -3.598  -0.821  1.752
C  -2.560  -0.005  1.295
C  2.874  3.071  0.303
C  0.975  3.082  -1.679
C  -0.841  4.389  0.707
C  -1.570  5.128  1.629
C  0.984  2.797  -4.080
C  -2.244  0.542  -2.924
C  3.826  2.693  -0.651
C  -4.029  0.661  3.601
C  0.824  4.160  -4.262
C  0.366  3.360  2.510
C  -4.317  -0.495  2.892
C  -0.996  -2.475  -1.916
C  4.554  4.425  1.381
C  0.815  4.994  -3.157
C  5.121  3.168  -0.584
C  1.424  -5.390  -0.883
C  1.524  -5.627  -2.292
C  1.405  0.824  -2.783
C  -0.133  -7.188  -0.699
C  -2.301  1.168  2.010
C  -3.367  -2.389  -1.331
C  0.357  -6.031  1.426
C  -1.962  -2.086  -0.783
H  -3.538  -1.937  -2.305
H  0.754  6.067  -3.282
H  3.460  -3.567  0.814
H  1.229  -6.381  1.982
H  6.501  4.416  0.489
H  -1.563  -4.025  0.030
H  -3.882  -1.712  1.220
H  2.194  -4.987  -2.850
H  -1.552  1.862  1.651
H  -1.058  4.516  -0.342
H  -0.485  -6.643  1.740
H  -5.116  -1.147  3.219
H  -3.418  -3.472  -1.472
H  -0.861  -2.735  1.013
H  0.754  4.569  -5.261
H  1.758  0.405  -3.721
H  -2.647  1.340  -3.551
H  -2.576  -3.067  1.090
H  -2.800  2.420  3.672
H  1.529  0.227  4.042
H  1.860  -1.769  -1.368
H  5.842  2.874  -1.335
H  3.826  0.169  4.369
H  -4.602  1.429  -1.974
H  2.531  4.317  2.034
H  -0.158  3.998  4.486
H  -2.325  5.819  1.278
H  -4.557  -0.246  -1.473
H  -1.028  -1.787  -2.757
H  0.923  -6.827  -3.948
H  0.952  5.129  -1.034
H  4.826  5.120  2.163
H  -4.434  1.039  -0.268
H  -1.165  0.520  -3.076
H  3.556  2.027  -1.464
H  -0.233  0.678  2.558
H  -4.596  0.913  4.487
H  -0.797  -7.826  -0.131
H  0.149  -5.003  1.720
H  1.072  2.149  -4.944
H  -2.663  -0.394  -3.288
H  -2.825  2.932  -1.827
H  2.339  -4.706  1.567
H  -1.209  2.477  -1.316
H  0.303  -0.918  2.434
H  4.868  0.099  2.998
H  -1.309  -3.453  -2.291
H  0.024  -2.565  -1.573
H  1.134  2.688  2.870
H  -2.536  2.556  -0.136
H  -1.889  5.584  3.700
H  -4.190  -2.116  -0.679

***

Formula: C5H7Cl
Source: OMol25
Level of theory: the ωB97M-V functional and the def2-TZVPD basis

Calculated values
total charge	0
SMILES	C=C/C(Cl)=C\C
Kohn-Sham gap	9.60	eV
lowest unoccupied orbital energy	0.70	eV

Atoms and positions in Å:
Cl  -1.988  -0.108  -0.079
C  1.940  -1.328  0.116
C  -0.234  -0.084  0.142
C  1.426  1.732  -0.295
C  0.431  -1.252  -0.076
C  0.328  1.281  0.360
H  2.222  -2.355  0.458
H  -0.223  1.987  0.982
H  -0.109  -2.137  -0.411
H  2.208  -0.493  0.802
H  2.538  -1.218  -0.808
H  2.106  1.157  -0.926
H  1.710  2.791  -0.245

***

Formula: C5H6N2S2
Source: OMol25
Level of theory: the ωB97M-V functional and the def2-TZVPD basis

Calculated values
⟨S²⟩	2.025
2S+1	3
total charge	0
Kohn-Sham gap (alpha / beta)	7.66 / 5.69	eV
lowest unoccupied orbital energy (alpha / beta)	0.63 / -2.35	eV

Atoms and positions in Å:
S  3.306  0.890  0.320
S  1.665  -2.194  -0.177
N  -1.004  0.591  0.279
N  -0.329  -0.634  0.159
C  1.635  0.659  -0.017
C  0.992  -0.659  -0.057
C  -0.428  1.724  -0.235
C  0.913  1.778  -0.415
C  -1.143  -1.778  0.114
H  -0.601  -2.613  -0.078
H  -1.804  -1.946  0.924
H  -1.813  -1.804  -0.743
H  -1.532  0.611  1.092
H  1.372  2.810  -0.659
H  -1.229  2.565  -0.508

***

Energy relative to the best compared isomer or geometry (same formula, charge and spin) in eV, matching the order above: 0.000 3.265 0.000 0.000 0.921 0.019